a | # C5H12N2O3

2 unconnected molecules or ions with the total composition C5H12N2O3 (ωB97M-V with the def2-TZVPD basis set, the Open Molecules 2025 dataset).

Values from the calculation:
Gap between HOMO and LUMO (alpha / beta) = 9.1340 / 9.1346 eV
Spin multiplicity = 1
LUMO (alpha / beta) = 0.186 / 0.186 eV

Last column: Löwdin charge in e.
Geometry (Å):
C1 0.35 -2.62 -0.16  -0.083
C2 -0.64 2.10 -1.21  -0.019
C3 0.25 1.49 1.16  -0.045
C4 0.60 -1.24 0.40  -0.237
C5 -0.29 1.07 -0.15  -0.313
N1 0.01 -0.23 -0.47  0.035
N2 -2.91 -0.14 0.15  -0.593
O1 -2.55 -0.72 -0.86  -0.011
O2 -4.05 -0.26 0.56  0.029
O3 -2.21 0.67 0.76  -0.025
H1 0.65 -3.37 0.46  0.039
H2 -0.73 -2.78 -0.26  0.090
H3 0.92 -2.80 -1.08  0.089
H4 -1.22 1.71 -2.16  0.123
H5 -1.40 2.68 -0.72  0.068
H6 0.23 2.80 -1.59  0.129
H7 -0.23 0.84 1.93  0.095
H8 -0.08 2.57 1.37  0.124
H9 1.36 1.51 1.16  0.109
H10 0.16 -1.38 1.48  0.159
H11 1.66 -0.93 0.43  0.123
H12 -0.59 -0.70 -1.14  0.114

=====

b | # C5H12N2O3

A molecular structure, C5H12N2O3 (ωB97M-V with the def2-TZVPD basis set, the Open Molecules 2025 dataset).

Values from the calculation:
Gap between HOMO and LUMO = 9.4079 eV
Spin multiplicity = 1
LUMO = 0.465 eV

Last column: Löwdin charge in e.
Geometry (Å):
C1 2.16 -1.82 1.73  -0.076
C2 1.57 -0.46 1.42  -0.244
O1 0.79 -0.58 0.22  -0.054
C3 -0.01 0.45 -0.12  -0.323
N1 0.18 1.61 0.32  0.074
C4 -0.47 2.77 -0.24  -0.115
C5 -0.90 0.05 -1.31  -0.512
N2 -1.18 -1.44 -1.25  0.110
O2 -0.59 0.49 -2.44  -0.002
H1 1.39 -2.52 2.05  0.076
H2 2.68 -2.23 0.85  0.081
H3 2.89 -1.71 2.54  0.080
H4 0.92 -0.10 2.23  0.125
H5 2.35 0.30 1.25  0.123
H6 0.18 3.65 -0.09  0.074
H7 -0.71 2.70 -1.31  0.076
H8 -1.41 2.97 0.30  0.084
H9 -0.42 -1.99 -1.66  0.137
H10 -2.48 -1.21 -1.23  0.262
H11 -1.32 -1.87 -0.34  0.114
O3 -2.66 0.30 -1.03  -0.145
H12 -2.98 0.63 -1.88  0.057

=====

b takes first place; second place is 0.0751 hartree up.

=====

a | # C23H13Cl7IN2O4PSe2Ti

A molecular structure, C23H13Cl7IN2O4PSe2Ti (ωB97M-V with the def2-TZVPD basis set, the Open Molecules 2025 dataset).

Values from the calculation:
Gap between HOMO and LUMO (alpha / beta) = 3.3191 / 3.2948 eV
Net charge = -2
Spin multiplicity = 1
LUMO (alpha / beta) = 1.667 / 1.651 eV

Last column: Löwdin charge in e.
Geometry (Å):
Ti1 -0.70 0.66 -0.88  0.712
Cl1 -4.41 -3.75 2.80  0.610
C1 -3.82 -2.32 2.02  -0.708
C2 -4.51 -1.13 2.14  -0.714
Cl2 -5.98 -1.05 3.05  0.607
C3 -4.03 0.02 1.50  -0.621
Cl3 -4.87 1.53 1.60  0.685
C4 -2.86 -0.04 0.76  -0.407
O1 -2.31 0.98 0.13  -0.196
C5 -2.16 -1.26 0.63  -0.416
O2 -1.08 -1.21 -0.10  -0.271
C6 -2.64 -2.39 1.26  -0.607
Cl4 -1.75 -3.86 1.10  0.676
Se1 0.97 -0.34 -2.53  0.142
P1 1.03 0.25 1.18  0.548
Se2 0.02 0.57 3.08  0.187
C7 1.87 -1.39 1.28  -0.383
C8 1.87 -2.30 0.23  -0.129
C9 2.53 -3.51 0.34  -0.094
C10 3.20 -3.84 1.51  -0.120
C11 3.19 -2.95 2.57  -0.109
C12 2.52 -1.74 2.46  -0.122
C13 2.49 1.35 1.06  -0.398
C14 3.40 1.16 0.02  -0.105
C15 4.47 2.02 -0.15  -0.103
C16 4.65 3.09 0.72  -0.128
C17 3.74 3.29 1.76  -0.110
C18 2.67 2.43 1.93  -0.118
H1 1.31 -2.08 -0.67  -0.010
H2 2.50 -4.21 -0.49  0.095
H3 3.71 -4.79 1.59  0.085
H4 3.69 -3.20 3.50  0.088
H5 2.48 -1.05 3.30  0.067
H6 3.25 0.35 -0.68  0.060
H7 5.16 1.87 -0.97  0.093
H8 5.48 3.77 0.59  0.084
H9 3.87 4.13 2.43  0.090
H10 1.95 2.57 2.72  0.043
Cl5 -0.04 4.43 -3.87  0.715
C19 0.33 4.04 -2.26  -1.117
Cl6 1.65 4.82 -1.52  0.741
Cl7 -1.72 5.20 -1.03  -0.100
C20 -0.20 2.87 -1.67  -0.850
O3 -1.03 2.09 -2.28  -0.152
O4 0.24 2.39 -0.56  -0.177
I1 -6.21 -0.88 -4.02  0.801
C21 -4.23 -0.80 -3.45  -0.774
C22 -3.17 -1.42 -4.07  -0.154
N1 -2.08 -1.09 -3.35  -0.001
N2 -2.38 -0.31 -2.32  -0.017
C23 -3.68 -0.10 -2.36  -0.155
H11 -3.12 -2.06 -4.93  0.109
H12 -1.09 -1.32 -3.47  0.013
H13 -4.15 0.52 -1.62  0.118

=====

b | # C23H13Cl7IN2O4PSe2Ti

A molecular structure, C23H13Cl7IN2O4PSe2Ti (ωB97M-V with the def2-TZVPD basis set, the Open Molecules 2025 dataset).

Values from the calculation:
Gap between HOMO and LUMO = 5.8753 eV
Net charge = -2
Spin multiplicity = 1
LUMO = 3.445 eV

Last column: Löwdin charge in e.
Geometry (Å):
Ti1 0.61 0.97 0.56  0.322
Cl1 5.70 0.55 -4.00  0.602
C1 4.13 0.59 -3.25  -0.719
C2 2.99 0.62 -4.03  -0.722
Cl2 3.11 0.64 -5.76  0.600
C3 1.73 0.65 -3.42  -0.609
Cl3 0.27 0.69 -4.36  0.674
C4 1.62 0.64 -2.04  -0.370
O1 0.47 0.62 -1.39  -0.240
C5 2.78 0.62 -1.23  -0.392
O2 2.60 0.63 0.06  -0.237
C6 4.03 0.58 -1.86  -0.609
Cl4 5.44 0.52 -0.85  0.665
Se1 0.51 -1.38 1.60  0.308
P1 -1.57 -1.61 2.44  0.664
Se2 -1.55 1.61 0.88  0.164
C7 -1.49 -0.74 4.06  -0.481
C8 -0.69 -1.16 5.12  -0.121
C9 -0.65 -0.43 6.30  -0.100
C10 -1.39 0.73 6.43  -0.115
C11 -2.17 1.17 5.37  -0.111
C12 -2.22 0.44 4.19  -0.169
C13 -1.55 -3.36 3.04  -0.447
C14 -0.86 -4.36 2.36  -0.135
C15 -0.94 -5.68 2.78  -0.104
C16 -1.72 -6.03 3.88  -0.120
C17 -2.43 -5.04 4.55  -0.109
C18 -2.35 -3.73 4.13  -0.122
H1 -0.09 -2.05 5.01  0.109
H2 -0.01 -0.77 7.11  0.095
H3 -1.34 1.31 7.34  0.092
H4 -2.73 2.10 5.45  0.099
H5 -2.81 0.80 3.35  0.043
H6 -0.24 -4.10 1.52  0.054
H7 -0.38 -6.44 2.25  0.095
H8 -1.77 -7.06 4.21  0.088
H9 -3.05 -5.30 5.40  0.092
H10 -2.90 -2.96 4.66  0.101
Cl5 2.82 3.63 4.44  0.559
C19 2.34 2.48 3.18  -1.476
Cl6 3.52 1.16 3.12  0.617
Cl7 0.75 1.84 3.56  0.643
C20 2.33 3.21 1.76  -0.787
O3 3.24 3.99 1.57  0.020
O4 1.36 2.88 1.00  -0.198
I1 -4.14 -3.55 -4.04  0.752
C21 -3.35 -2.20 -2.69  -0.794
C22 -3.04 -2.45 -1.37  -0.171
N1 -2.56 -1.29 -0.89  -0.018
N2 -2.54 -0.33 -1.80  0.045
C23 -3.01 -0.86 -2.91  -0.226
H11 -3.13 -3.34 -0.76  0.108
H12 -2.23 -1.06 0.04  0.000
H13 -3.07 -0.28 -3.82  0.091

=====

b takes first place; second place is 0.0718 hartree up.

=====

a | # C2H5N2S

A molecular structure, C2H5N2S (ωB97M-V with the def2-TZVPD basis set, the Open Molecules 2025 dataset).

Values from the calculation:
Gap between HOMO and LUMO (alpha / beta) = 8.4609 / 6.8326 eV
Net charge = +1
Spin multiplicity = 1
LUMO (alpha / beta) = -5.386 / -6.096 eV

Last column: Löwdin charge in e.
Geometry (Å):
C1 -0.10 0.14 0.28  -0.102
C2 0.95 1.60 -1.33  -0.155
N1 -0.41 -1.10 0.56  0.198
N2 0.60 0.46 -0.79  -0.013
S1 2.75 1.44 -2.79  0.421
H1 -0.51 0.88 0.90  0.155
H2 0.75 2.63 -1.22  0.060
H3 -0.84 -1.43 1.50  0.212
H4 0.05 -1.75 0.00  0.106
H5 0.97 -0.29 -1.28  0.118

=====

b | # C2H5N2S

A gas-phase ion, C2H5N2S (charge +1) (ωB97M-V with the def2-TZVPD basis set, the Open Molecules 2025 dataset).

Values from the calculation:
Gap between HOMO and LUMO = 8.0349 eV
Net charge = +1
Spin multiplicity = 1
LUMO = -4.648 eV

Last column: Löwdin charge in e.
Geometry (Å):
C1 1.89 -0.19 0.00  -0.557
C2 -0.47 0.30 0.74  -0.388
N1 2.46 -1.23 0.03  0.278
N2 -1.65 0.25 -0.32  0.066
S1 1.04 1.13 -0.02  0.986
H1 -0.98 1.00 1.49  0.051
H2 3.19 -1.91 -0.24  0.164
H3 -1.45 -0.39 -1.09  0.146
H4 -1.65 1.04 -0.90  0.101
H5 -2.40 0.00 0.32  0.152

=====

c | # C2H5N2S

A molecular structure, C2H5N2S (ωB97M-V with the def2-TZVPD basis set, the Open Molecules 2025 dataset).

Values from the calculation:
Gap between HOMO and LUMO = 9.3434 eV
Net charge = +1
Spin multiplicity = 1
LUMO = -5.445 eV

Last column: Löwdin charge in e.
Geometry (Å):
C1 -1.19 0.43 0.54  -0.112
C2 0.31 0.58 -1.15  -0.378
N1 -0.09 0.43 1.28  -0.079
N2 -0.98 0.62 -0.74  -0.001
S1 1.34 0.76 0.13  1.074
H1 -2.13 0.31 0.86  0.133
H2 2.51 -1.95 -0.75  0.035
H3 1.74 -2.10 -0.86  0.024
H4 0.04 0.18 2.24  0.137
H5 -1.56 0.74 -1.55  0.167

=====

c takes first place; second place is 0.0187 hartree up.

=====

a | # C3H9N2O2

2 unconnected molecules or ions with the total composition C3H9N2O2 (ωB97M-V with the def2-TZVPD basis set, the Open Molecules 2025 dataset).

Values from the calculation:
Gap between HOMO and LUMO = 8.3916 eV
Net charge = -1
Spin multiplicity = 1
LUMO = 4.352 eV

Last column: Löwdin charge in e.
Geometry (Å):
N1 -2.47 1.66 0.05  0.069
C1 -1.25 1.14 -0.46  -0.784
O1 -0.18 1.71 -0.06  -0.129
O2 -1.35 0.17 -1.30  -0.132
H1 -2.40 2.59 0.50  0.072
H2 -3.29 1.44 -0.51  0.056
C2 0.62 -1.82 -0.45  -0.179
N2 1.42 -0.57 -0.36  -0.195
C3 1.67 -0.11 1.00  -0.207
H3 1.22 -2.69 -0.06  0.063
H4 -0.36 -1.75 -0.01  0.043
H5 0.30 -1.97 -1.52  0.073
H6 0.89 0.16 -0.85  0.052
H7 0.70 0.03 1.54  0.067
H8 2.23 0.86 0.94  0.077
H9 2.25 -0.85 1.58  0.055

=====

b | # C3H9N2O2

2 unconnected molecules or ions with the total composition C3H9N2O2 (ωB97M-V with the def2-TZVPD basis set, the Open Molecules 2025 dataset).

Values from the calculation:
Gap between HOMO and LUMO = 7.5990 eV
Net charge = -1
Spin multiplicity = 1
LUMO = 4.233 eV

Last column: Löwdin charge in e.
Geometry (Å):
C1 1.30 -1.57 -0.67  -0.034
C2 0.05 -2.38 -0.43  -0.622
N1 -1.03 -1.72 0.02  0.134
O1 0.04 -3.61 -0.53  -0.048
H1 1.73 -1.29 0.29  0.074
H2 1.04 -0.65 -1.19  0.068
H3 1.99 -2.15 -1.27  0.065
H4 -0.91 -0.75 0.44  0.048
H5 -1.85 -2.28 0.17  0.085
N2 -0.42 2.62 -0.44  -0.039
C3 -0.35 1.99 0.94  -0.571
O2 -0.19 0.67 0.91  -0.324
H6 -1.02 3.43 -0.37  0.009
H7 0.50 2.88 -0.78  0.019
H8 0.46 2.51 1.50  0.064
H9 -1.33 2.30 1.40  0.072

=====

a takes first place; second place is 0.0227 hartree up.